1.
ORCA calculation (ωB97M-V/def2-TZVPD) on 2 unconnected molecules or ions with the total composition CH9N2.

Element x y z (Å)
N: -0.93193 0.63915 -1.55594
H: -1.47639 1.46203 -1.35993
H: -1.50209 0.03735 -2.13760
H: -0.55190 -0.24223 -0.23934
H: -0.06276 0.91291 -2.00637
C: 1.21117 -0.16287 1.01399
N: -0.21277 -0.60340 0.75033
H: 1.50901 -0.48957 2.00613
H: 1.80830 -0.60747 0.22138
H: 1.24871 0.90532 0.93154
H: -0.80445 -0.24586 1.49154
H: -0.23489 -1.60535 0.88426

Cartesian forces (eV/Å) of the 3 atoms listed first:
0.214 -0.497 0.467
-0.099 0.369 0.021
0.242 0.093 -0.386

The calculation puts the energy at -4157.149 eV. The energy relative to the best compared isomer or geometry (same formula, charge and spin) is 10.5 kJ/mol. The frontier orbital gap comes out at 12.418 eV. Its total charge is +1.



2.
ORCA calculation (ωB97M-V/def2-TZVPD) on a molecular structure, CH9N2O in a non-equilibrium geometry.

Element x y z (Å)
O: -0.36858 -2.02417 -1.99436
H: -0.10941 -1.92537 -2.93772
H: -1.35520 -0.11695 0.59079
H: -0.07864 -2.93785 -1.91910
N: -0.67871 0.10429 -0.19520
C: 0.77656 0.74633 0.73666
N: 0.35164 1.38080 1.91577
H: -1.03645 1.05379 -0.47336
H: -0.52614 -0.59884 -1.05782
H: 1.34151 1.36038 -0.10058
H: 1.27805 -0.29613 0.77178
H: 0.03046 0.86166 2.74918
H: 0.37492 2.39205 1.91395

Cartesian forces (eV/Å) of the 3 atoms listed first:
0.634 -0.161 -1.667
-0.477 0.641 0.584
1.035 -0.614 -1.521

The calculation puts the energy at -6203.381 eV. The energy relative to the best compared isomer or geometry (same formula, charge and spin) is 119.3 kJ/mol. The frontier orbital gap comes out at 11.598 eV. Its total charge is +1.



3.
ORCA calculation (ωB97M-V/def2-TZVPD) on a molecular structure, CH9N2O2 in a non-equilibrium geometry.

Element x y z (Å)
N: 0.12203 0.42231 -1.54899
C: 0.51837 -0.78616 -1.02902
N: 1.13137 -0.72036 0.21030
H: 0.00115 1.18964 -0.82502
H: -0.42463 0.46251 -2.39857
H: -0.42411 -1.37423 -0.80199
H: 1.08096 -1.41111 -1.72100
H: 1.96025 -1.28244 0.33030
H: 0.31592 -0.64065 1.07443
H: -1.26359 -0.99718 2.19536
O: -0.62561 -0.42934 1.74176
H: -1.24316 2.52487 0.76581
H: -0.65769 1.11650 1.28499
O: -0.49125 1.92565 0.72165

Cartesian forces (eV/Å) of the 3 atoms listed first:
-0.680 0.777 0.773
2.696 0.347 0.029
-0.501 0.038 -1.476

The calculation puts the energy at -8245.647 eV. The energy relative to the best compared isomer or geometry (same formula, charge and spin) is 715.8 kJ/mol. The frontier orbital gap comes out at 5.835 eV. Its total charge is +1.



4.
ORCA calculation (ωB97M-V/def2-TZVPD) on a molecular structure, CH9N6 in a non-equilibrium geometry.

Element x y z (Å)
C: -2.47721 -0.08265 -0.14654
N: -3.10594 -1.01477 0.21752
N: -1.59119 0.62595 -0.59035
N: 1.27690 -1.61472 -0.61165
N: 1.20465 1.81425 0.75866
N: 0.87077 -0.74622 0.34762
N: 0.82005 0.75317 -0.06206
H: -3.81249 -1.00010 0.96319
H: -1.63549 1.07709 -1.47159
H: 1.32329 -0.88841 1.24325
H: 0.65467 -2.16415 -1.21349
H: 2.22211 -1.88763 -0.69125
H: 0.95903 1.54713 1.72037
H: 2.29287 2.05099 0.72825
H: 1.29141 0.69480 -0.95120
H: -0.29344 0.83527 -0.24072

Cartesian forces (eV/Å) of the 3 atoms listed first:
0.332 -0.646 -0.497
-1.640 -0.740 1.578
0.232 1.126 -0.201

The calculation puts the energy at -10113.028 eV. The energy relative to the best compared isomer or geometry (same formula, charge and spin) is 324.5 kJ/mol. The frontier orbital gap comes out at 10.741 eV. Its total charge is +1.